Density functional theory data (ωB97M-V/def2-TZVPD) for one molecule with the formula C13H14N2.

As for the strongest force on any atom: 3.700 eV/A. For the energy above the lowest of the compared OMol25 structures with the same formula, charge and spin, the calculation gives 94.4 kcal/mol. The calculation puts the total energy at -613.14544 Ha. Its molecular weight is 198.27 g mol⁻¹. Its spin multiplicity is 1. For the lowest unoccupied orbital energy, the calculation gives 0.282 eV. As for the HOMO energy: -7.51 eV. The structure (SMILES) is CC1=CC=C(c2cnc[nH]2)[C@]2(C)CC2=C1. The orbital gap comes out at 7.80 eV.

Geometry as XYZ:
```
29
Properties=species:S:1:pos:R:3:forces:R:3
C 3.1355 -1.3994 -0.1953 -0.952 1.315 0.291
C 4.2063 0.3403 0.3067 0.064 0.342 0.808
C 2.1858 -0.4421 0.1072 -0.478 -1.124 -0.064
C -0.0777 -1.4846 -0.2129 0.028 -0.638 0.094
C -1.5422 -1.5970 -0.2346 -1.172 -0.619 -0.264
C -2.1027 0.4363 1.1079 -1.376 -0.558 0.038
C 0.7490 -0.4094 -0.0009 -1.423 -1.227 -0.408
C -2.4630 -0.7816 0.3759 -0.788 -0.394 -1.190
C -0.9761 1.0336 0.7802 -0.238 -0.940 0.570
C 0.1329 1.9283 0.9281 -1.367 3.438 -0.010
C 0.0945 0.9042 -0.1787 0.287 0.291 -0.326
C -3.9754 -1.0879 0.1110 -0.381 -0.269 2.246
C 0.0342 1.3628 -1.6348 -2.142 -1.741 1.041
N 4.3692 -0.8964 -0.0590 0.990 0.289 -0.236
N 2.8830 0.6643 0.4713 2.270 -1.135 -0.972
H 2.9984 -2.3464 -0.5909 -0.442 -1.625 -0.500
H 5.0244 0.9972 0.5339 -0.048 0.322 0.093
H 0.3272 -2.4761 -0.4077 0.587 0.190 0.276
H -2.0316 -2.5720 -0.7270 1.502 2.217 1.004
H -2.8277 0.8047 1.8700 0.885 -0.302 -0.408
H -0.3434 2.9214 0.5962 1.527 -0.939 0.314
H 0.7772 2.0568 1.7944 -0.054 -0.476 -0.061
H -4.2216 -2.2019 0.2811 0.440 1.672 -0.025
H -4.1474 -0.9451 -0.9847 -0.396 0.530 1.117
H -4.6504 -0.4421 0.9293 1.516 -1.605 -2.739
H 1.0056 1.6683 -1.9160 0.738 0.654 -0.795
H -0.8224 2.0239 -1.7815 0.599 0.698 -0.007
H -0.3095 0.4559 -2.1580 0.598 0.285 -0.305
H 2.5681 1.4841 0.8886 -0.773 1.350 0.419
```
Forces are in eV/Å.